*1*
Below is a 2-piece molecular cluster, C2H4Cl2N2 overall, with properties calculated with ωB97M-V/def2-TZVPD.

CARTESIAN COORDINATES (ANGSTROEM)
C  -2.404  -1.233  -0.074
C  1.316  0.766  0.289
N  -1.788  -2.259  -0.387
N  2.069  1.810  0.406
Cl  -1.663  0.398  -0.151
Cl  2.180  -0.496  -0.484
H  -3.459  -1.383  0.248
H  -0.929  -2.116  -0.862
H  3.014  2.069  0.026
H  1.663  2.442  0.988

Kohn-Sham gap   0.357 Eh
HOMO level   -8.88 eV

=====

*2*
Below is a 2-piece molecular cluster, C2H4Cl2N2 overall, with properties calculated with ωB97M-V/def2-TZVPD.

CARTESIAN COORDINATES (ANGSTROEM)
C  0.665  -0.355  -0.405
C  -0.223  0.010  0.684
N  0.157  -0.684  -1.523
N  -1.509  -0.124  0.705
Cl  2.424  -0.171  -0.122
Cl  0.442  0.259  2.243
H  1.185  2.166  -0.520
H  0.704  -1.015  -2.309
H  -1.855  -0.641  -0.069
H  -1.991  0.555  1.314

Kohn-Sham gap (alpha / beta)   0.359 / 0.259 Eh
HOMO level (alpha / beta)   -10.17 / -7.40 eV

=====

The computed energies, referenced to the most stable structure and given in kcal/mol, are *1* 0.0; *2* 37.1.

=====

*1*
Below is a 2-piece molecular cluster, C2H8O overall, with properties calculated with ωB97M-V/def2-TZVPD.

CARTESIAN COORDINATES (ANGSTROEM)
C  -0.787  0.299  -0.385
C  -1.186  -0.454  0.894
H  -0.209  -0.321  -1.065
H  -0.331  1.272  -0.222
H  -1.745  0.518  -0.900
H  -2.211  -0.220  1.182
H  -0.769  -1.459  0.928
H  -0.665  -0.057  1.766
O  2.774  0.487  -0.525
H  2.928  -0.469  -0.361
H  2.200  0.405  -1.311

Kohn-Sham gap   0.451 Eh
HOMO level   -11.38 eV
Structure (SMILES)   CC.O

=====

*2*
Below is a 2-piece molecular cluster, C2H8O overall, with properties calculated with ωB97M-V/def2-TZVPD.

CARTESIAN COORDINATES (ANGSTROEM)
C  0.356  0.227  0.798
C  -0.351  1.486  0.278
H  1.111  -0.137  0.106
H  -0.301  -0.565  1.161
H  0.939  0.620  1.782
H  -0.518  2.210  1.115
H  -0.044  1.738  -0.729
H  -1.349  1.321  0.038
O  -0.293  -2.491  -1.419
H  -0.054  -2.033  -2.162
H  0.504  -2.375  -0.967

Kohn-Sham gap   0.446 Eh
HOMO level   -11.24 eV
Structure (SMILES)   CC.O

=====

The computed energies, referenced to the most stable structure and given in kcal/mol, are *1* 0.0; *2* 12.6.

=====

*1*
Below is a 6-piece molecular cluster, C6H24O6 overall, with properties calculated with ωB97M-V/def2-TZVPD.

CARTESIAN COORDINATES (ANGSTROEM)
C  -1.524  4.466  -3.266
O  -2.629  5.346  -3.185
H  -1.698  3.552  -2.699
H  -1.356  4.334  -4.335
H  -0.622  4.984  -2.941
H  -3.451  4.876  -3.343
C  6.766  0.354  5.039
O  6.418  -0.859  4.387
H  7.368  0.962  4.364
H  5.872  0.889  5.358
H  7.278  0.109  5.970
H  5.740  -1.320  4.886
C  -2.042  -1.265  -4.024
O  -2.244  -2.026  -2.870
H  -1.014  -1.279  -4.385
H  -2.695  -1.652  -4.806
H  -2.332  -0.242  -3.786
H  -1.539  -1.726  -2.292
C  0.411  -1.413  1.927
O  -0.099  -0.483  1.011
H  1.369  -1.156  2.380
H  -0.286  -1.511  2.759
H  0.569  -2.387  1.464
H  -0.287  0.351  1.449
C  -0.672  -6.840  -2.054
O  -1.564  -6.320  -2.999
H  0.357  -6.502  -2.171
H  -0.986  -6.558  -1.049
H  -0.683  -7.920  -2.198
H  -1.705  -5.380  -2.865
C  -2.418  4.551  2.179
O  -1.279  3.782  2.526
H  -2.922  3.861  1.503
H  -2.994  4.656  3.098
H  -2.294  5.538  1.734
H  -0.814  4.229  3.237

Kohn-Sham gap   0.387 Eh
HOMO level   -10.13 eV
Structure (SMILES)   CO.CO.CO.CO.CO.CO

=====

*2*
Below is C6H24O6 as an isolated structure, with properties calculated with ωB97M-V/def2-TZVPD.

CARTESIAN COORDINATES (ANGSTROEM)
C  29.269  -5.540  17.313
O  29.228  -6.902  17.654
H  28.273  -5.123  17.160
H  29.767  -5.000  18.118
H  29.889  -5.494  16.418
H  28.496  -7.278  17.159
C  27.880  -4.892  14.929
O  27.377  -3.606  14.598
H  27.166  -5.587  15.371
H  28.310  -5.280  14.005
H  28.760  -4.743  15.555
H  26.777  -3.386  15.315
C  31.783  -6.840  18.039
O  30.678  -6.949  18.962
H  31.759  -7.648  17.307
H  31.832  -5.881  17.524
H  32.685  -6.939  18.643
H  29.941  -6.876  18.352
C  27.273  -8.194  17.184
O  27.647  -7.032  16.486
H  26.215  -8.420  17.050
H  27.808  -9.108  16.926
H  27.501  -8.068  18.242
H  26.976  -6.351  16.575
C  26.946  -3.581  17.702
O  26.582  -3.983  16.412
H  27.146  -4.408  18.383
H  27.780  -2.880  17.659
H  26.099  -3.106  18.197
H  25.897  -3.381  16.112
C  32.276  -4.966  19.722
O  30.895  -5.068  19.769
H  32.720  -5.444  20.595
H  32.803  -5.301  18.829
H  32.515  -3.904  19.781
H  30.617  -5.901  19.381

Kohn-Sham gap   0.286 Eh
HOMO level   -7.81 eV

=====

The computed energies, referenced to the most stable structure and given in kcal/mol, are *1* 0.0; *2* 274.9.

=====

*1*
Below is a 2-piece molecular cluster, C9H16N3 overall, with properties calculated with ωB97M-V/def2-TZVPD.

CARTESIAN COORDINATES (ANGSTROEM)
C  -1.111  -0.878  4.393
C  -1.670  -0.308  2.081
N  -2.646  -0.014  1.207
N  -1.982  -0.844  3.242
N  -0.421  -0.071  1.747
H  -3.577  0.295  1.383
H  -2.345  0.136  0.267
H  -2.917  -1.180  3.397
H  0.361  -0.428  2.267
H  -0.253  0.259  0.807
H  -0.346  -1.627  4.429
H  -1.707  -0.901  5.289
H  -0.644  0.093  4.608
C  1.369  2.564  -2.439
C  1.184  -1.702  -2.269
C  2.379  -1.121  -2.666
C  0.053  -0.967  -1.944
C  2.410  0.267  -2.729
C  0.161  0.423  -2.008
C  1.357  1.072  -2.319
H  1.219  -2.770  -2.117
H  3.281  -1.657  -2.900
H  -0.808  -1.458  -1.509
H  3.280  0.800  -3.105
H  -0.677  1.054  -1.738
H  1.162  3.025  -1.467
H  0.590  2.938  -3.108
H  2.297  3.002  -2.801

Kohn-Sham gap   0.327 Eh
HOMO level   -11.77 eV
Total charge   +1

=====

*2*
Below is a 2-piece molecular cluster, C9H16N3 overall, with properties calculated with ωB97M-V/def2-TZVPD.

CARTESIAN COORDINATES (ANGSTROEM)
C  2.603  -0.860  0.613
C  2.422  0.449  1.100
C  2.994  -0.829  -0.718
C  2.779  1.258  0.047
C  -0.762  -1.528  0.013
C  -2.166  -1.870  0.464
C  -2.659  0.483  -0.542
C  -1.334  0.746  -0.129
C  -0.795  2.189  0.111
N  3.096  0.461  -1.070
N  -0.402  -0.115  0.157
N  -3.097  -0.884  -0.282
H  2.414  -1.737  1.134
H  2.138  0.601  2.214
H  3.265  -1.694  -1.296
H  -0.090  -2.142  0.737
H  -0.590  -1.865  -1.043
H  -2.479  -2.804  0.117
H  -2.136  -1.749  1.533
H  -3.317  1.312  -0.170
H  -2.606  0.631  -1.678
H  -0.321  2.311  1.096
H  -1.425  3.066  -0.136
H  0.188  2.386  -0.445
H  2.936  0.810  -2.023
H  0.604  0.011  0.412
H  2.852  2.326  -0.076
H  -4.113  -0.966  -0.141

Kohn-Sham gap   0.307 Eh
HOMO level   -12.02 eV
Total charge   +1

=====

The computed energies, referenced to the most stable structure and given in kcal/mol, are *1* 0.0; *2* 57.4.